Here is a structure of composition C4H5BrN in a non-equilibrium geometry from OMol25. Energies are from ωB97M-V/def2-TZVPD.

Properties
E_HOMO (alpha / beta) in eV: -14.38 / -14.38
Electronic energy in eV: -75750.70994
HOMO-LUMO gap (alpha / beta) in eV: 8.2 / 8.2
Charge: +1
Multiplicity: 1

Atoms and positions in Å:
C: -1.514 0.334 0.969
C: -0.802 1.124 0.178
C: -0.530 -0.790 0.678
C: 1.364 -0.170 -0.901
N: 0.169 -0.008 -0.156
Br: -0.233 -2.472 1.212
H: -2.479 0.421 1.462
H: -1.033 2.086 -0.243
H: 2.136 -0.920 -0.350
H: 1.917 0.789 -1.007
H: 1.006 -0.393 -1.842

Cartesian forces (eV/Å) of the 2 atoms listed first:
-0.6 0.3 0.3
-1.2 -0.8 0.4

---

Here is a cluster of 2 separate species, C4H5BrN2O in total in a non-equilibrium geometry from OMol25. Energies are from ωB97M-V/def2-TZVPD.

Properties
E_HOMO (alpha / beta) in eV: -9.78 / -9.79
Electronic energy in eV: -79294.65245
HOMO-LUMO gap (alpha / beta) in eV: 6.3 / 6.3
Multiplicity: 1

Atoms and positions in Å:
C: -1.555 -0.135 -1.812
C: 0.877 0.452 -0.133
C: 0.046 -1.515 1.182
C: -0.174 -0.175 0.678
N: -1.852 0.413 -2.774
N: 0.781 1.782 -0.412
O: 1.765 -0.105 -0.699
Br: -1.391 0.876 1.578
H: -0.791 -2.000 1.785
H: 0.814 -1.512 1.962
H: 0.390 -2.272 0.441
H: -0.182 2.130 -0.485
H: 1.271 2.060 -1.311

Cartesian forces (eV/Å) of the 2 atoms listed first:
1.3 -0.8 2.8
0.3 2.7 -3.0